{"formula": "C12H29F6N3O8S2", "method": "wB97M-V/def2-TZVPD", "lumo_ev": 0.15, "orbital_gap_ev": 10.0, "homo_energy_ev": -9.88, "total_charge": 0, "e_tot_ha": -2636.15407, "species": ["O", "H", "H", "H", "C", "F", "F", "F", "S", "O", "O", "N", "S", "O", "O", "C", "F", "F", "F", "C", "C", "C", "O", "C", "N", "H", "H", "H", "H", "H", "H", "H", "H", "H", "H", "H", "C", "O", "C", "C", "N", "C", "C", "O", "C", "H", "H", "H", "H", "H", "H", "H", "H", "H", "H", "H", "H", "H", "H", "H"], "xyz": [[-0.2924, -0.4862, 1.1008], [-0.6989, 0.2526, 1.5597], [0.6018, -0.6826, 1.3897], [-0.3402, -0.4210, 0.1442], [1.2215, -1.8233, 4.8304], [2.2090, -2.6907, 5.1953], [0.2791, -2.5261, 4.0932], [0.8312, -1.2348, 5.9500], [1.8413, -0.3392, 3.6771], [0.6886, 0.5666, 3.7292], [3.0101, 0.2503, 4.3401], [1.9489, -0.9767, 2.0408], [3.4528, -1.2871, 1.9047], [4.2077, -0.1430, 1.6383], [3.9357, -2.1351, 2.9765], [3.4681, -2.5918, 0.4516], [3.1641, -2.0259, -0.6781], [4.6429, -3.1622, 0.3517], [2.5276, -3.5560, 0.5907], [-2.3999, 3.6591, 2.1313], [-2.0363, 2.6601, 1.0447], [-0.5761, 2.8326, 0.3222], [0.6738, 3.1665, 1.1055], [1.9814, 2.7439, 0.4525], [-2.1232, 1.3940, 1.7721], [-1.5971, 3.7625, 2.8612], [-3.3209, 3.5814, 2.7091], [-2.5499, 4.5989, 1.6000], [-2.8153, 2.8008, 0.2954], [-0.8044, 3.6785, -0.3262], [-0.4457, 2.0309, -0.4046], [2.7994, 3.0108, 1.1216], [2.1820, 3.2314, -0.5015], [2.0596, 1.6708, 0.2783], [-1.9496, 1.4819, 2.7632], [-3.1245, 1.2617, 1.7665], [-5.2247, -1.9822, -1.8513], [-3.8245, -2.1043, -1.7629], [-3.0555, -0.9432, -1.5610], [-1.6073, -1.3054, -2.0508], [-0.5366, -0.3756, -1.6001], [0.7364, -1.0633, -1.9743], [1.2164, -1.0808, -3.4376], [1.9611, 0.2022, -3.6692], [2.4450, 0.3711, -4.9821], [-5.5678, -1.3924, -2.7013], [-5.6098, -1.5772, -0.9154], [-5.6666, -2.9786, -1.8429], [-3.0584, -0.7698, -0.4849], [-3.4711, -0.0777, -2.0771], [-1.7719, -1.3013, -3.1283], [-1.4562, -2.2938, -1.6168], [-0.5028, 0.4694, -2.1525], [0.7553, -2.0386, -1.4880], [1.5070, -0.6067, -1.3532], [0.3967, -1.1723, -4.1502], [1.9541, -1.8645, -3.6100], [2.9029, 1.3601, -4.9934], [1.6081, 0.3394, -5.6798], [3.2178, -0.3678, -5.1945]]}

{"formula": "C30H48AsN2OPtS2Sb", "method": "wB97M-V/def2-TZVPD", "lumo_ev": [-7.27, -7.27], "orbital_gap_ev": [5.6, 5.6], "homo_energy_ev": [-12.85, -12.85], "total_charge": 2, "e_tot_ha": -4747.88685, "species": ["Pt", "S", "C", "N", "C", "C", "N", "C", "C", "C", "C", "C", "C", "C", "C", "S", "C", "C", "C", "C", "C", "C", "C", "H", "H", "H", "H", "H", "H", "H", "H", "H", "H", "H", "H", "H", "H", "H", "H", "H", "H", "C", "C", "C", "Sb", "C", "C", "C", "C", "C", "C", "H", "H", "H", "H", "H", "H", "H", "H", "H", "H", "H", "H", "H", "H", "H", "H", "H", "H", "H", "H", "H", "C", "As", "C", "C", "O", "H", "H", "H", "H", "H", "H", "H", "H", "H"], "xyz": [[-0.9494, 1.6702, -0.8685], [-1.2889, 1.4420, 1.3801], [0.1984, 0.7855, 1.9600], [0.1979, 0.0648, 3.0949], [1.4110, -0.6385, 3.4408], [2.6140, 0.2682, 3.2207], [2.5931, 0.7576, 1.8569], [3.8487, 0.7792, 1.1371], [4.2405, -0.6278, 0.7471], [3.3410, -1.4181, 0.0377], [3.6718, -2.7150, -0.3086], [4.9051, -3.2358, 0.0505], [5.8073, -2.4505, 0.7489], [5.4738, -1.1543, 1.1039], [1.4160, 1.0169, 1.2698], [1.3971, 1.6257, -0.3395], [-0.8594, 0.1256, 4.0802], [-0.3739, 0.8786, 5.2983], [-0.0406, 0.2011, 6.4630], [0.4179, 0.8962, 7.5674], [0.5652, 2.2718, 7.5096], [0.2279, 2.9540, 6.3524], [-0.2284, 2.2605, 5.2455], [1.5050, -1.5204, 2.7980], [1.3515, -0.9527, 4.4802], [3.5343, -0.2919, 3.3915], [2.5818, 1.1124, 3.9181], [4.6172, 1.2255, 1.7701], [3.7298, 1.4018, 0.2474], [2.3843, -1.0099, -0.2562], [2.9678, -3.3208, -0.8562], [5.1646, -4.2430, -0.2270], [6.7707, -2.8470, 1.0262], [6.1816, -0.5419, 1.6440], [-1.1497, -0.8928, 4.3500], [-1.7148, 0.6329, 3.6357], [-0.1648, -0.8714, 6.5178], [0.6585, 0.3594, 8.4704], [0.9286, 2.8101, 8.3689], [0.3174, 4.0279, 6.3143], [-0.4907, 2.7971, 4.3446], [-4.2471, -0.8648, 0.8283], [-3.1449, -1.6632, 0.1634], [-3.6172, -3.0282, -0.2831], [-2.2750, -0.4964, -1.5580], [-0.3347, -1.4449, -2.1263], [0.0208, -1.0375, -3.5463], [-0.2999, -2.9496, -1.9244], [-3.5556, -0.5208, -3.3862], [-3.6549, -1.9330, -3.9184], [-4.9069, 0.0812, -3.0721], [-4.5284, -1.3530, 1.7607], [-5.1360, -0.8202, 0.2026], [-3.9271, 0.1508, 1.0636], [-2.2868, -1.7543, 0.8363], [-4.5102, -2.9565, -0.8969], [-3.8773, -3.6154, 0.5972], [-2.8536, -3.5729, -0.8315], [0.3666, -0.9614, -1.4343], [-0.6186, -1.5335, -4.2726], [1.0535, -1.3133, -3.7560], [-0.0815, 0.0426, -3.6740], [-1.0264, -3.4514, -2.5609], [-0.4889, -3.2178, -0.8856], [0.6864, -3.3300, -2.1921], [-2.9999, 0.1209, -4.0731], [-4.1910, -2.5792, -3.2289], [-2.6793, -2.3692, -4.1219], [-4.2134, -1.9202, -4.8542], [-5.4713, -0.5528, -2.3905], [-5.4833, 0.1672, -3.9924], [-4.8132, 1.0777, -2.6409], [-0.1661, 4.8418, -3.8856], [0.0500, 2.9173, -4.0025], [1.9091, 2.4795, -3.5779], [-0.3377, 2.2753, -5.8047], [-1.0511, 2.1497, -3.0027], [0.5108, 5.3230, -4.5880], [0.0635, 5.1783, -2.8742], [-1.1959, 5.1053, -4.1280], [2.5134, 2.7323, -4.4465], [2.0292, 1.4205, -3.3430], [2.2465, 3.0736, -2.7265], [0.5081, 1.7021, -6.1848], [-0.5185, 3.1241, -6.4618], [-1.2253, 1.6429, -5.7912]]}

{"formula": "C4H12N2S", "method": "wB97M-V/def2-TZVPD", "lumo_ev": 0.85, "smiles": "NCNCCCS", "orbital_gap_ev": 9.8, "homo_energy_ev": -8.94, "total_charge": 0, "e_tot_ha": -667.26636, "species": ["N", "C", "N", "C", "C", "C", "S", "H", "H", "H", "H", "H", "H", "H", "H", "H", "H", "H", "H"], "xyz": [[3.0863, 0.9906, 0.2010], [1.8593, 0.2623, 0.1055], [0.7741, 0.8425, 0.9468], [-0.3830, -0.0203, 1.1662], [-0.8236, -0.9817, 0.0276], [-2.0678, -0.4871, -0.6653], [-2.2958, -1.2297, -2.3141], [3.4148, 1.0724, 1.1493], [3.0958, 1.8759, -0.2839], [2.0478, -0.7635, 0.4040], [1.4918, 0.3045, -0.9057], [0.4842, 1.6699, 0.4401], [-1.2323, 0.6592, 1.2866], [-0.2151, -0.5246, 2.1181], [-1.0348, -1.9236, 0.5676], [-0.0126, -1.3625, -0.5924], [-1.9256, 0.5704, -0.8128], [-3.0052, -0.5642, -0.1225], [-3.2583, -0.3905, -2.7160]]}

{"formula": "C3H4NO4S", "method": "wB97M-V/def2-TZVPD", "lumo_ev": 3.33, "smiles": "O=C([O-])[C@]1([C@H](O)S)NO1", "orbital_gap_ev": 8.6, "homo_energy_ev": -5.23, "total_charge": -1, "e_tot_ha": -870.62059, "species": ["O", "C", "O", "C", "C", "O", "S", "N", "O", "H", "H", "H", "H"], "xyz": [[0.1364, 1.5969, -1.8345], [-0.1914, 1.3516, -0.6828], [-0.2910, 2.1049, 0.3116], [-0.3405, -0.1635, -0.4606], [-0.2402, -0.7210, 0.9413], [-0.7387, 0.0319, 1.9338], [1.6521, -1.1733, 1.2419], [0.1057, -1.0911, -1.4644], [-1.2865, -0.8709, -1.3488], [-0.6799, -1.6900, 1.0249], [-0.7047, 0.9599, 1.6039], [2.1686, 0.0569, 0.9987], [0.4102, -0.3923, -2.2649]]}

{"formula": "C4H8O2", "method": "wB97M-V/def2-TZVPD", "lumo_ev": 0.72, "orbital_gap_ev": 9.3, "homo_energy_ev": -8.59, "total_charge": 0, "e_tot_ha": -307.53102, "species": ["C", "C", "O", "C", "C", "O", "H", "H", "H", "H", "H", "H", "H", "H"], "xyz": [[-1.8619, -0.1868, 0.3839], [-0.5606, -0.7109, -0.1681], [-0.0742, 0.1746, -1.2227], [1.1503, 0.6127, -0.9385], [1.6248, -0.2607, 0.1930], [0.4266, -0.7159, 0.8154], [-2.1829, -0.8003, 1.2311], [-2.6382, -0.2061, -0.3858], [-1.7145, 0.8414, 0.7288], [-0.6657, -1.6969, -0.6436], [1.2320, 1.8510, -0.7604], [0.8382, 1.9676, 0.0736], [2.2485, 0.2382, 0.9351], [2.1778, -1.1080, -0.2418]]}

{"formula": "C4H5NO", "method": "wB97M-V/def2-TZVPD", "lumo_ev": 0.19, "orbital_gap_ev": 8.2, "homo_energy_ev": -8.03, "total_charge": 0, "e_tot_ha": -285.17784, "species": ["N", "C", "C", "C", "C", "O", "H", "H", "H", "H", "H"], "xyz": [[2.1418, -0.8094, -0.7962], [1.5696, -0.0235, -0.0943], [0.5232, 0.7698, 0.4337], [-0.4098, 0.0512, -0.7526], [-1.1521, -0.4403, 0.5108], [-0.2424, 0.2094, 1.4488], [0.6933, 1.8479, 0.4731], [-0.9365, 0.8764, -1.2464], [1.1199, -0.8910, -1.3272], [-2.1697, -0.0674, 0.6742], [-1.1374, -1.5231, 0.6763]]}